Density functional theory data (ωB97M-V/def2-TZVPD) for a cluster of 14 separate species, C28H91O35P7 in total.

Geometry as ORCA input:
```
! RIJCOSX wB97M-V def2-TZVPD def2/J DEFGRID3
* xyz 0 1
C 5.4052 -2.3908 3.2187
O 5.3950 -1.3397 2.2672
H 5.8795 -2.0551 4.1453
H 4.4374 -2.8185 3.4640
H 6.0036 -3.2461 2.8898
H 6.2150 -0.8507 2.3629
C 2.6999 -1.4774 5.4999
O 2.6208 -2.4072 6.5565
H 2.8945 -1.9390 4.5295
H 1.8460 -0.8023 5.4053
H 3.5552 -0.8145 5.6371
H 1.7421 -2.7893 6.6092
C 4.5042 -0.2686 -5.1538
O 5.3134 0.4453 -4.2184
H 4.6972 0.0860 -6.1675
H 4.8202 -1.3012 -4.9996
H 3.4367 -0.2219 -4.9197
H 4.9611 1.3447 -4.0925
C 0.4198 0.7658 -6.0713
O 1.4993 0.4450 -6.9321
H 0.7851 0.5885 -5.0554
H 0.1563 1.8255 -6.0916
H -0.4267 0.0908 -6.1930
H 1.1806 0.1648 -7.7923
C -1.0426 3.3496 -0.6006
O -0.1816 3.2968 0.5139
H -0.9050 4.1912 -1.2821
H -0.8541 2.4639 -1.2237
H -2.0887 3.3936 -0.2754
H -0.2347 2.4096 0.9331
C 2.7351 1.5097 3.4086
O 3.3216 1.9256 4.6343
H 1.7476 1.0695 3.5985
H 2.5065 2.4167 2.8388
H 3.3055 0.7628 2.8577
H 2.6491 1.9494 5.3145
C -0.8930 -2.6450 -3.7298
O -1.1442 -1.5376 -4.5811
H -0.2133 -2.3769 -2.9201
H -1.7841 -2.9749 -3.1844
H -0.4320 -3.4389 -4.3202
H -1.6629 -1.8258 -5.3350
C -3.6092 2.2411 2.3140
O -3.5969 0.9102 2.8245
P -3.0697 0.5808 4.2978
O -2.2362 1.6528 4.8572
O -2.4519 -0.8733 4.1157
C -1.0719 -1.0385 3.7981
O -4.4058 0.3253 5.1383
C -5.2388 1.4323 5.4760
H -4.5556 2.4674 1.8162
H -2.8799 2.2637 1.5042
H -3.4331 3.0254 3.0455
H -0.4248 -1.1627 4.6657
H -0.7645 -0.1585 3.2266
H -0.9258 -1.8962 3.1415
H -4.8579 2.3864 5.1250
H -5.4534 1.3830 6.5423
H -6.2212 1.2445 5.0310
C -5.3304 -2.3876 2.3275
O -4.7448 -2.4684 1.0301
P -3.9424 -3.7558 0.5950
O -3.2844 -3.6889 -0.7149
O -4.9670 -4.9719 0.8076
C -6.0219 -5.2481 -0.1069
O -2.9304 -3.9628 1.8277
C -2.0915 -5.1139 1.8493
H -4.7412 -1.6461 2.8674
H -5.3449 -3.2718 2.9656
H -6.3520 -2.0318 2.2047
H -6.9501 -5.0860 0.4467
H -5.9259 -6.2426 -0.5298
H -6.1050 -4.5174 -0.9181
H -2.3434 -5.7234 2.7187
H -1.0478 -4.8113 1.8376
H -2.3069 -5.7631 0.9960
C 4.9411 1.5441 0.1508
O 5.3621 2.8266 -0.3106
P 4.6905 3.5049 -1.5786
O 4.8208 2.7402 -2.8307
O 3.1710 3.8204 -1.1984
C 2.8543 4.4303 0.0531
O 5.3812 4.9351 -1.6239
C 5.3281 5.7588 -2.7849
H 5.7502 0.8184 0.2459
H 4.2645 1.0752 -0.5659
H 4.4983 1.6880 1.1336
H 2.3188 5.3587 -0.1507
H 3.6810 4.6670 0.7231
H 2.1441 3.7993 0.5885
H 4.9378 5.2823 -3.6809
H 6.3481 6.0922 -2.9721
H 4.7492 6.6582 -2.5894
C 1.8579 0.7830 -2.0043
O 1.9648 -0.0953 -0.8842
P 0.7167 -0.3155 0.0762
O 0.5351 0.7877 1.0369
O 0.8173 -1.7930 0.6737
C 1.8036 -2.0338 1.6811
O -0.4787 -0.4395 -0.9651
C -1.6787 -1.0322 -0.4559
H 2.1080 1.7892 -1.6728
H 0.8698 0.7749 -2.4676
H 2.5279 0.5224 -2.8237
H 2.6423 -2.6515 1.3656
H 1.3022 -2.5283 2.5130
H 2.2187 -1.1154 2.1024
H -1.4976 -1.7623 0.3307
H -2.1865 -1.5274 -1.2791
H -2.3913 -0.3022 -0.0601
C -0.6144 7.6967 -5.4749
O 0.5793 7.7483 -4.7043
P 1.0097 6.4742 -3.8199
O -0.0396 5.8960 -2.9571
O 1.7543 5.4814 -4.8227
C 2.0458 4.1143 -4.4427
O 2.2336 7.1201 -3.0059
C 1.8693 7.9829 -1.9393
H -0.3271 7.6834 -6.5340
H -1.2075 8.5959 -5.3362
H -1.1818 6.7698 -5.3838
H 3.1282 4.0328 -4.4843
H 1.5502 3.4262 -5.1198
H 1.6975 3.9607 -3.4217
H 1.0085 8.6161 -2.1563
H 2.6845 8.6430 -1.6417
H 1.6400 7.4016 -1.0432
C 1.4837 -5.8055 0.2664
O 2.2024 -6.5247 1.2738
P 3.2906 -5.7509 2.1313
O 4.3698 -5.1355 1.3560
O 2.5054 -4.7077 3.0667
C 1.5006 -5.1074 3.9928
O 3.7969 -6.8618 3.1701
C 4.6101 -6.5063 4.2777
H 1.8340 -6.0710 -0.7246
H 1.4540 -4.7324 0.4691
H 0.4288 -6.0741 0.3535
H 1.2539 -6.1636 3.8583
H 0.5862 -4.5225 3.9083
H 1.9234 -5.0025 4.9938
H 4.5861 -5.4405 4.5193
H 5.6509 -6.7452 4.0567
H 4.2728 -7.0739 5.1424
C -4.0300 -0.1884 -3.5418
O -4.3845 0.0463 -2.1886
P -5.9087 0.0661 -1.7377
O -6.7414 1.0442 -2.4459
O -6.3994 -1.4760 -1.8329
C -7.7612 -1.7962 -1.9911
O -5.6909 0.3890 -0.2013
C -6.7820 0.4729 0.6839
H -3.1666 0.3959 -3.8459
H -4.8644 -0.0106 -4.2236
H -3.7601 -1.2371 -3.6877
H -8.1972 -2.2731 -1.1084
H -7.8757 -2.4424 -2.8634
H -8.4015 -0.9276 -2.1792
H -6.4609 0.1509 1.6771
H -7.5875 -0.2420 0.4779
H -7.1848 1.4829 0.7404
*
```

Output
DFT total energy: -167208.834 eV
HOMO: -9.11 eV
Maximum force: 1.7 eV/A
Energy above the lowest of the compared OMol25 structures with the same formula, charge and spin: 0.00 kcal per mole



Density functional theory data (ωB97M-V/def2-TZVPD) for a cluster of 15 separate species, C28H93N7O15 in total.

Geometry as ORCA input:
```
! RIJCOSX wB97M-V def2-TZVPD def2/J DEFGRID3
* xyz 0 1
O 5.3886 -1.1322 18.7854
H 4.4685 -0.8705 18.7525
H 5.5973 -1.1587 19.7192
O 5.1478 6.0320 19.2522
H 4.9358 6.0126 18.3189
H 6.0249 5.6528 19.3070
O 9.1096 -2.4576 20.9128
H 9.5872 -1.6470 20.7367
H 9.2576 -2.9970 20.1360
O 6.0545 -1.4792 22.6254
H 6.3231 -1.5796 23.5386
H 6.8108 -1.7754 22.1188
O 12.0392 3.6525 17.2910
H 11.7328 3.3580 18.1487
H 11.7055 4.5460 17.2108
O 7.5793 12.0830 22.0507
H 7.5971 12.6957 21.3156
H 7.4695 11.2234 21.6441
O 7.3279 7.0820 25.9098
H 7.3358 8.0305 25.7816
H 6.4112 6.8319 25.7944
O 4.0612 6.7031 23.8466
H 3.3902 7.3746 23.7239
H 3.7385 5.9486 23.3538
C 13.5583 0.2766 22.5787
C 14.3254 1.2103 21.7173
C 15.8294 1.0572 21.6311
O 16.2273 2.1579 20.8233
C 17.6640 2.3053 20.5910
N 13.6424 1.2372 20.4678
H 13.8023 0.2639 23.6410
H 13.7942 -0.7455 22.2823
H 12.4738 0.3734 22.6290
H 14.1424 2.2460 22.0033
H 16.0644 0.0727 21.2266
H 16.1596 1.2162 22.6577
H 18.1129 1.3833 20.2216
H 18.2630 2.4965 21.4813
H 17.8781 3.1823 19.9802
H 13.6991 0.3275 20.0328
H 14.2733 1.8023 19.9176
C 4.8344 11.4459 26.3506
C 6.0863 11.2135 27.1260
C 5.7796 10.4483 28.4415
O 4.5708 10.8346 29.0300
C 4.5560 10.5273 30.4574
N 7.0984 10.7312 26.2667
H 4.5529 10.4759 25.9407
H 4.8472 12.1540 25.5220
H 4.0507 11.9324 26.9312
H 6.4012 12.1973 27.4741
H 6.6343 10.6169 29.0966
H 5.6140 9.3939 28.2206
H 4.4347 9.4799 30.7340
H 3.7221 11.0455 30.9308
H 5.3803 11.0459 30.9470
H 7.0570 11.1741 25.3600
H 8.0178 11.0449 26.5429
C 1.0022 2.0951 29.3985
C 2.2856 1.2382 29.4207
C 2.5616 0.5815 28.0445
O 2.4978 1.7270 27.1796
C 3.0087 1.4338 25.8471
N 3.4368 2.0577 29.9444
H 0.2157 1.5647 28.8616
H 1.0805 3.0672 28.9117
H 0.6284 2.3180 30.3978
H 2.2584 0.3668 30.0750
H 1.7668 -0.1073 27.7584
H 3.4651 -0.0195 27.9416
H 4.0930 1.3486 25.9183
H 2.5505 2.2615 25.3057
H 2.5510 0.5871 25.3355
H 3.0526 2.9902 29.9988
H 4.2342 1.9980 29.3275
C 17.3272 12.1059 28.1330
C 16.4906 12.4326 26.9494
C 15.1199 11.6033 27.0012
O 15.3788 10.2727 26.7263
C 14.3562 9.4768 27.3325
N 16.2065 13.8253 27.2080
H 16.8346 11.9566 29.0938
H 18.2398 12.6753 28.3091
H 17.7255 11.1009 27.9936
H 16.9367 12.3236 25.9609
H 14.3671 11.9993 26.3196
H 14.9208 11.8423 28.0459
H 14.6736 8.4404 27.2180
H 13.3623 9.6004 26.9024
H 14.2374 9.6200 28.4065
H 15.8255 13.9993 28.1271
H 17.1420 14.1874 27.3254
C 7.2220 8.3046 14.9978
C 7.0929 7.7643 13.6102
C 6.8352 8.8589 12.5786
O 6.4269 8.2800 11.3796
C 6.1880 9.2975 10.4166
N 8.2355 6.9279 13.3702
H 6.2895 8.8322 15.1982
H 8.0858 8.9558 15.1317
H 7.1584 7.5352 15.7673
H 6.2429 7.0822 13.5913
H 7.7019 9.5177 12.5242
H 6.0293 9.4922 12.9495
H 5.3655 9.9220 10.7654
H 5.8601 8.9068 9.4533
H 7.0367 9.9417 10.1867
H 8.1086 6.0977 13.9312
H 7.9191 6.7602 12.4258
C 10.3798 7.6718 21.9981
C 9.3031 6.8392 21.3540
C 9.2116 5.4548 21.9751
O 8.3934 4.6120 21.1329
C 8.4110 3.2100 21.4945
N 8.0637 7.6053 21.4582
H 10.4465 8.7388 21.7853
H 11.3105 7.2494 21.6194
H 10.2657 7.4918 23.0670
H 9.6380 6.8228 20.3169
H 8.9974 5.4704 23.0438
H 10.2240 5.0582 21.8988
H 9.4445 2.8694 21.5567
H 7.8712 2.6385 20.7394
H 7.9304 3.1128 22.4680
H 7.7882 7.7566 22.4181
H 7.3513 7.1050 20.9460
C 10.4057 3.5145 29.7797
C 10.9228 3.9351 28.3445
C 12.3736 3.5536 28.0378
O 13.3472 4.1494 28.9122
C 14.6981 3.6578 28.5152
N 10.0468 3.3541 27.3619
H 10.2614 2.4342 29.7953
H 9.5996 4.2099 30.0135
H 11.1895 3.5630 30.5356
H 10.8161 5.0193 28.3808
H 12.5862 3.5558 26.9688
H 12.5695 2.5151 28.3049
H 15.3688 4.3199 29.0629
H 14.7887 3.8773 27.4514
H 14.8748 2.6594 28.9152
H 9.3013 4.0353 27.3417
H 10.4964 3.4928 26.4682
*
```

Output
DFT total energy: -71678.951 eV
HOMO: -8.96 eV
Maximum force: 4.1 eV/A
Energy above the lowest of the compared OMol25 structures with the same formula, charge and spin: 104.92 kcal per mole



Density functional theory data (ωB97M-V/def2-TZVPD) for a structure of composition C28H94NO20Pd.

Geometry as ORCA input:
```
! RIJCOSX wB97M-V def2-TZVPD def2/J DEFGRID3
* xyz 2 4
Pd 2.6426 3.1939 0.3730
C 2.2041 -0.7097 -1.1912
C 0.7244 -0.6838 -0.6481
C 0.4908 -2.1903 -0.1814
C -0.8900 -2.4089 0.4534
C -1.0878 -1.4002 1.6566
C -0.7826 0.0718 1.3662
N 0.4816 0.2279 0.5129
O 0.9076 1.6525 0.3486
C -0.6998 0.7406 2.7715
C -2.1074 0.5529 0.5566
C -0.1941 -0.5007 -1.9068
H 2.3998 -0.1308 -2.0938
H 2.5682 -1.7096 -1.4270
H 2.9263 -0.3431 -0.4617
H 1.2394 -2.5421 0.5285
H 0.2992 -2.8329 -1.0408
H -0.9936 -3.4261 0.8313
H -1.6852 -2.3690 -0.2910
H -0.3560 -1.8687 2.3146
H -2.0842 -1.4912 2.0892
H 0.2240 0.4659 3.2807
H -1.5572 0.4174 3.3619
H -0.8061 1.8241 2.7183
H -2.8488 1.0891 1.1490
H -2.5570 -0.2404 -0.0405
H -1.8721 1.3813 -0.1117
H -1.2452 -0.5929 -1.6334
H -0.0015 -1.1557 -2.7565
H -0.1293 0.5291 -2.2582
C -3.9007 0.8545 -2.8457
O -3.3574 1.1280 -4.1339
H -3.9108 -0.2226 -2.6788
H -3.2495 1.1969 -2.0414
H -4.8744 1.3283 -2.7217
H -2.8959 0.3689 -4.4976
C -4.1814 -4.0723 1.5441
O -4.3429 -2.8575 0.9012
H -4.2566 -4.0355 2.6308
H -4.9440 -4.7392 1.1417
H -3.2153 -4.5767 1.5287
H -3.9896 -2.9652 0.0151
C 0.5433 4.8050 2.0432
O 1.6257 3.9257 2.1816
H -0.2978 4.1621 1.7839
H 0.3980 5.3401 2.9816
H 0.6188 5.4463 1.1651
H 1.6540 3.6595 3.1035
C 0.9017 2.9953 5.5984
O 1.7346 2.4415 4.6768
H 0.6801 4.0465 5.4143
H -0.0614 2.4864 5.6390
H 1.3021 2.8854 6.6062
H 1.7978 1.5291 4.9686
C -2.7446 -3.5988 -2.7830
O -3.5280 -3.5329 -1.6094
H -1.6912 -3.8740 -2.7327
H -3.0761 -4.4128 -3.4277
H -2.7114 -2.6561 -3.3291
H -3.8791 -4.4167 -1.4783
C 1.2179 -1.0844 6.7220
O 1.5832 0.2048 7.1452
H 2.1089 -1.6616 6.4752
H 0.6937 -1.7040 7.4496
H 0.6707 -1.0974 5.7793
H 1.9178 0.1284 8.0417
C -4.8280 2.8239 0.3248
O -5.9018 1.9602 -0.0405
H -3.9745 2.4533 -0.2430
H -4.8065 3.8389 -0.0719
H -4.7784 3.0658 1.3864
H -5.6072 1.0786 0.1993
C 2.5829 -1.3541 3.4267
O 2.6570 -0.4370 2.3666
H 1.6721 -1.1854 4.0012
H 2.7208 -2.3987 3.1478
H 3.4273 -1.1670 4.0902
H 1.7808 -0.2733 2.0101
C 3.0287 -0.5532 -5.8677
O 4.1169 -1.3610 -6.1941
H 2.2150 -0.6915 -6.5797
H 2.6661 -0.9755 -4.9305
H 3.3251 0.4705 -5.6391
H 3.8057 -2.1495 -6.6446
C 6.8548 0.7466 -0.3342
O 5.6169 0.2726 -0.7932
H 7.4756 -0.0572 0.0614
H 7.3970 1.1565 -1.1864
H 6.8376 1.5223 0.4313
H 5.7336 -0.4258 -1.4414
C -0.9015 -1.6049 -5.5497
O -1.4157 -0.2586 -5.4408
H -1.6408 -2.3347 -5.2198
H -0.4679 -1.7677 -6.5364
H -0.0271 -1.6957 -4.9052
H -0.8250 0.3022 -5.9488
C -1.3665 -6.8887 0.0442
O -2.7959 -7.1788 0.1343
H -1.3028 -5.8464 -0.2685
H -0.9454 -6.8752 1.0495
H -0.7035 -7.5150 -0.5527
H -3.2849 -6.6553 -0.5049
C 0.9279 1.9948 -4.6474
O 0.9121 2.0147 -6.0710
H 0.9473 2.9194 -4.0704
H -0.0137 1.5371 -4.3442
H 1.6629 1.3187 -4.2106
H 0.2685 2.6826 -6.3188
C -3.4880 3.7148 3.7526
O -3.3567 3.1323 5.0268
H -2.8094 4.5423 3.5457
H -3.3306 2.9137 3.0304
H -4.5291 4.0276 3.6727
H -4.2185 2.7372 5.1774
C -4.7536 -0.0146 2.6880
O -5.3933 -0.5087 1.5053
H -3.7136 -0.3380 2.6434
H -4.8676 1.0626 2.8091
H -5.1465 -0.3892 3.6332
H -5.1056 -1.4027 1.3066
C 2.6685 -4.2199 -3.4618
O 1.6896 -4.7672 -2.5257
H 3.5441 -3.8257 -2.9460
H 2.9275 -4.9215 -4.2548
H 2.2846 -3.2588 -3.8037
H 1.0832 -4.0251 -2.4690
C 3.9392 2.3931 -2.7391
O 3.8837 2.3378 -1.3572
H 3.1133 3.0626 -2.9796
H 4.8493 2.8935 -3.0698
H 3.8256 1.4297 -3.2363
H 4.4355 1.5885 -1.1208
C 4.8871 2.2775 2.7262
O 3.8903 1.9529 1.7012
H 4.4195 2.2972 3.7106
H 5.7295 1.5881 2.6678
H 5.3370 3.2622 2.5995
H 3.6555 1.0614 1.9690
C 0.0400 4.1336 -1.4448
O 1.3375 4.3606 -0.9370
H -0.5486 4.1881 -0.5290
H -0.2088 4.8299 -2.2456
H -0.1878 3.0988 -1.7005
H 1.5214 5.3013 -0.9915
*
```

Output
Expectation value of S²: 3.761
DFT total energy: -76451.915 eV
HOMO (spin up / spin down): -13.44 / -13.44 eV
Maximum force: 5.0 eV/A



Which value of DFT total energy does entry 2 give? -71678.951 eV



Which of these has the lowest DFT total energy? C28H91O35P7



maximum force of number 1 (C28H91O35P7)? 1.7 eV/A